[1]
Computed, not measured: a cluster of 2 separate species, C9H14O in total at a distorted geometry, with ωB97M-V/def2-TZVPD.

## Properties
charge = 0
structure (SMILES) = Cc1ccc(O)cc1.CC
E_HOMO = -8.3 eV
electronic energy = -11606.3730 eV
Kohn-Sham gap = 9.066 eV

Structure (XYZ):
```
24
C9H14O | the OMol25 dataset | ωB97M-V/def2-TZVPD
C 1.84684 -2.53662 0.21461
C 1.83548 -1.05270 -0.02534
C 0.67010 -0.44410 -0.47615
C 0.59746 0.95931 -0.71780
C 1.71031 1.74015 -0.53264
O 1.63897 3.08243 -0.64476
C 2.80236 1.15263 0.06800
C 2.92627 -0.19611 0.34317
H 1.13652 -3.21811 -0.31459
H 1.42681 -2.64243 1.37525
H 2.80517 -3.04923 0.15275
H -0.34076 -0.91754 -0.61655
H -0.33926 1.32193 -1.03430
H 0.83330 3.47666 -1.06377
H 3.70377 1.72629 0.36268
H 3.88804 -0.55691 0.72398
C -3.13791 0.77359 0.65064
C -3.63250 -0.47986 -0.08453
H -2.28739 0.47287 1.40208
H -2.77444 1.54457 -0.01253
H -3.95159 1.26745 1.23284
H -4.24079 -0.20054 -1.05060
H -4.31731 -1.11194 0.52721
H -2.79945 -1.11177 -0.47967
```

---

[2]
Computed, not measured: a cluster of 2 separate species, C9H14O in total at a distorted geometry, with ωB97M-V/def2-TZVPD.

## Properties
charge = 0
structure (SMILES) = Cc1ccccc1.CCO
E_HOMO = -8.9 eV
electronic energy = -11606.7714 eV
Kohn-Sham gap = 9.831 eV

Structure (XYZ):
```
24
C9H14O | the OMol25 dataset | ωB97M-V/def2-TZVPD
C 0.89903 1.99473 -0.75516
C 1.23831 0.60878 -1.22011
C 1.66960 -0.26592 -0.20621
C 1.89978 -1.59849 -0.49238
C 1.66516 -2.08106 -1.79414
C 1.27687 -1.22694 -2.79486
C 0.97846 0.10612 -2.46494
H 0.93059 2.79420 -1.49654
H 1.56907 2.33459 0.04143
H -0.05080 2.04599 -0.21395
H 1.91806 0.14138 0.76479
H 2.29909 -2.19126 0.32014
H 1.78891 -3.15584 -1.84721
H 1.32752 -1.40547 -3.86193
H 0.57060 0.76561 -3.22345
C -2.99510 -0.11623 2.49371
C -1.71053 -0.12621 1.72639
O -0.89940 1.01362 2.07304
H -3.45082 0.85835 2.67155
H -2.76722 -0.53831 3.47947
H -3.83250 -0.72837 2.15025
H -1.05877 -0.95589 1.98178
H -1.83422 -0.09326 0.63687
H -1.43168 1.81990 2.03146
```

---

[3]
Computed, not measured: a cluster of 2 separate species, C9H14O in total at a distorted geometry, with ωB97M-V/def2-TZVPD.

## Properties
charge = +1
E_HOMO (alpha / beta) = -14.5 / -14.6 eV
<S²> = 0.764
electronic energy = -11597.6042 eV
Kohn-Sham gap (alpha / beta) = 10.497 / 6.402 eV
multiplicity = 2

Structure (XYZ):
```
24
C9H14O | the OMol25 dataset | ωB97M-V/def2-TZVPD
C -2.01787 -2.88311 0.88911
C -1.96162 -1.39535 1.17865
H -1.36209 -3.36780 0.16858
H -1.74389 -3.31010 1.84667
H -3.02647 -3.18296 0.55259
H -2.69461 -1.24775 1.93020
H -2.04469 -0.73789 0.26660
H -1.00274 -1.11969 1.56484
C 1.63993 -0.03749 1.46944
C 0.42099 2.49033 -0.77542
C 0.91382 1.86540 0.33419
C 0.57201 1.97020 -2.03029
C 1.35644 0.55953 0.16151
C 1.10932 0.71334 -2.25123
C 1.52218 -0.03092 -1.09957
O 0.02011 2.61115 -3.11456
H -0.11561 3.34029 -0.62184
H 1.08155 2.40714 1.22673
H -0.93484 2.73961 -2.81810
H 1.21754 0.16630 -3.22242
H 2.62858 -0.58504 1.70563
H 0.89529 -0.82375 1.71335
H 1.98211 -0.93786 -1.32340
H 1.54459 0.79643 2.24877
```

---

[4]
Computed, not measured: a cluster of 2 separate species, C9H14O2 in total at a distorted geometry, with ωB97M-V/def2-TZVPD.

## Properties
charge = 0
structure (SMILES) = Cc1ccc(O)cc1.CCO
E_HOMO = -8.4 eV
electronic energy = -13654.2023 eV
Kohn-Sham gap = 8.990 eV

Structure (XYZ):
```
25
C9H14O2 | the OMol25 dataset | ωB97M-V/def2-TZVPD
C 1.03740 -0.85392 2.73573
C -0.07351 -0.82624 1.74004
C -0.42884 0.27114 0.99253
C -1.50434 0.20855 0.07794
C -2.35939 -0.86987 0.16874
O -3.46840 -0.99322 -0.60586
C -2.11217 -1.97023 1.02304
C -1.05572 -1.85791 1.88639
H 0.90429 -1.68923 3.42207
H 1.23185 0.03593 3.33882
H 2.02150 -1.03211 2.27492
H 0.19873 1.15493 1.00593
H -1.62738 0.96131 -0.68663
H -3.65718 -0.26573 -1.18498
H -2.86699 -2.73628 1.11766
H -0.96453 -2.55352 2.70965
C 2.55682 1.45105 -1.78894
C 1.15135 1.13656 -2.30022
O 0.84868 1.97597 -3.41870
H 2.77526 0.86831 -0.90179
H 2.62275 2.52061 -1.57877
H 3.31054 1.29768 -2.56295
H 1.02021 0.10660 -2.61793
H 0.49788 1.41458 -1.47398
H -0.05884 2.24504 -3.37271
```

---

[5]
Computed, not measured: an isolated molecule of C9H14O2 at a distorted geometry, with ωB97M-V/def2-TZVPD.

## Properties
charge = 0
structure (SMILES) = O=C(O)C=C1CCCCCC1
E_HOMO = -10.1 eV
electronic energy = -13653.5087 eV
Kohn-Sham gap = 10.559 eV

Structure (XYZ):
```
25
C9H14O2 | the OMol25 dataset | ωB97M-V/def2-TZVPD
O 0.03267 -3.73005 -0.64967
C -0.11639 -2.62504 -0.19985
O -1.29372 -2.30364 0.35409
C 0.86196 -1.57400 -0.05480
C 0.60943 -0.31744 0.34324
C 1.75038 0.73598 0.11903
C 1.13487 1.76738 -0.97469
C 0.35082 2.88448 -0.18871
C -1.15723 2.60858 -0.08325
C -1.44716 1.15630 0.18352
C -0.49662 0.42712 1.13526
H -1.19162 -1.26167 0.51949
H 1.81684 -1.73063 -0.60851
H 1.98217 1.27803 1.05607
H 2.58712 0.33795 -0.40943
H 0.48494 1.32081 -1.73947
H 1.95759 2.18748 -1.51106
H 0.86557 2.86802 0.82280
H 0.65275 3.90993 -0.55763
H -1.58619 3.32842 0.61454
H -1.60505 2.94777 -1.04250
H -2.44114 1.01384 0.58427
H -1.41117 0.60718 -0.71730
H -0.05572 1.22947 1.70220
H -0.90806 -0.14728 1.97268
```

---

[6]
Computed, not measured: an isolated molecule of C9H14O3 at a distorted geometry, with ωB97M-V/def2-TZVPD.

## Properties
charge = 0
structure (SMILES) = OC[C@@H]1[C@@H]2CCC3(OCCO3)[C@@H]12
E_HOMO = -8.6 eV
electronic energy = -15696.6590 eV
Kohn-Sham gap = 9.408 eV

Structure (XYZ):
```
26
C9H14O3 | the OMol25 dataset | ωB97M-V/def2-TZVPD
O 2.32688 3.53622 0.01643
C 1.97860 2.31637 -0.72829
C 0.71151 1.60350 -0.09922
C 0.70075 0.67223 1.08157
C 1.44716 -0.64636 1.65454
C 0.18131 -1.57791 1.23392
C -0.49404 -1.02254 0.05411
O -0.83153 -2.01441 -0.91132
C -1.86056 -1.43090 -1.64560
C -2.79586 -0.93012 -0.49029
O -1.84155 -0.52843 0.50805
C 0.47684 0.08983 -0.32579
H 1.62876 4.26845 -0.17062
H 2.76758 1.52983 -0.48294
H 1.60096 2.44292 -1.72846
H -0.21601 2.10198 -0.19462
H -0.28171 0.67840 1.38330
H 1.75340 -0.64405 2.73194
H 2.33713 -1.09591 1.11080
H 0.47609 -2.72436 1.09354
H -0.55726 -1.39924 2.06214
H -1.55098 -0.68895 -2.44624
H -2.24323 -2.31101 -2.10929
H -3.63541 -0.09010 -0.59342
H -3.36409 -1.79500 -0.10999
H 1.28525 -0.34045 -0.89427
```

---

[7]
Computed, not measured: a structure of composition C9H14O3P at a distorted geometry, with ωB97M-V/def2-TZVPD.

## Properties
charge = -1
E_HOMO = -4.8 eV
electronic energy = -24989.7951 eV
Kohn-Sham gap = 8.137 eV

Structure (XYZ):
```
27
C9H14O3P | the OMol25 dataset | ωB97M-V/def2-TZVPD
C 0.59556 -2.66606 -0.02698
C 0.54868 -1.37435 -0.02917
C 1.55942 0.64972 -1.10128
C -0.02202 -3.47100 -1.09937
C 2.40070 2.19447 2.29824
C -1.60037 1.23975 -2.06263
C -2.05669 -0.08378 0.49860
C 1.34754 1.58698 2.84188
C 0.57495 -0.05613 -0.06833
O 2.59789 0.18014 -1.49662
O 0.95377 1.68404 -1.41938
O -1.07781 2.45567 0.29844
P -0.86335 1.15767 -0.33509
H 0.43248 -4.23980 -1.76064
H -0.47864 -2.91868 -1.87173
H -0.80540 -4.05310 -0.55681
H 2.84279 3.11372 2.64898
H 0.90848 -3.34888 0.76932
H 2.41701 2.07341 1.27134
H -2.57366 1.90195 -1.99581
H -0.85294 1.81471 -2.71461
H -1.84012 0.29193 -2.45687
H -3.02117 0.19885 0.39862
H -1.81353 -1.15926 0.28795
H -1.84586 0.02577 1.62748
H 0.72220 0.88421 2.26011
H 0.95008 1.91803 3.79434
```

---

[8]
Computed, not measured: a cluster of 2 separate species, C9H14S in total at a distorted geometry, with ωB97M-V/def2-TZVPD.

## Properties
charge = 0
structure (SMILES) = Cc1ccccc1.CCS
E_HOMO = -8.9 eV
electronic energy = -20394.9812 eV
Kohn-Sham gap = 9.746 eV

Structure (XYZ):
```
24
C9H14S | the OMol25 dataset | ωB97M-V/def2-TZVPD
C -2.68545 1.25588 0.70384
C -1.71688 0.52616 1.59087
C -0.93577 1.22101 2.51717
C -0.00003 0.54929 3.26936
C 0.17019 -0.80888 3.12964
C -0.70879 -1.50972 2.31987
C -1.65628 -0.85773 1.53224
H -3.70405 1.35656 1.08398
H -2.82364 0.78828 -0.27611
H -2.33946 2.23685 0.42160
H -1.07475 2.28398 2.59195
H 0.62047 1.08952 3.97160
H 0.90512 -1.34814 3.71114
H -0.52222 -2.56636 2.14494
H -2.25338 -1.46387 0.86283
C 2.51786 1.24868 -2.66298
C 1.27645 0.59980 -3.26402
S 1.30299 -1.19882 -3.36097
H 2.47401 2.32375 -2.80260
H 3.42666 0.77059 -3.00697
H 2.52042 1.08908 -1.58388
H 0.42511 0.89059 -2.67800
H 1.06511 0.99929 -4.25741
H 2.37878 -1.51266 -2.63332
```

---

[9]
Computed, not measured: a cluster of 2 separate species, C9H14S in total at a distorted geometry, with ωB97M-V/def2-TZVPD.

## Properties
charge = 0
structure (SMILES) = Cc1ccccc1.CSC
E_HOMO = -8.3 eV
electronic energy = -20394.5327 eV
Kohn-Sham gap = 9.224 eV

Structure (XYZ):
```
24
C9H14S | the OMol25 dataset | ωB97M-V/def2-TZVPD
C 1.75986 0.82854 2.27807
C 1.68392 0.91140 0.80342
C 1.58020 -0.22627 0.00970
C 1.47176 -0.16164 -1.38132
C 1.55029 1.08692 -1.95575
C 1.75588 2.25696 -1.20731
C 1.78681 2.15788 0.17671
H 1.89277 -0.14074 2.75686
H 0.86247 1.18059 2.84800
H 2.47674 1.58952 2.60258
H 1.79474 -1.18836 0.49985
H 1.29608 -1.00299 -2.03282
H 1.41715 1.27644 -3.00445
H 1.69854 3.22858 -1.67931
H 1.60170 3.05080 0.77682
C -1.98166 -0.04929 0.53413
S -2.65628 -1.46390 -0.47706
C -2.47430 -2.79626 0.78744
H -1.00557 -0.38400 0.86148
H -1.94911 0.87116 -0.05171
H -2.76182 0.14562 1.25472
H -3.42644 -3.31730 0.76255
H -2.27719 -2.44115 1.80404
H -1.69658 -3.48515 0.43521
```

---

Among the records above, which one has the highest electronic energy?
number 3